[1]
A cluster of 2 separate species, Cl2H2 in total, computed with ωB97M-V/def2-TZVPD.

Results
multiplicity: 1
ΔE to the lowest compared entry with this formula, charge and spin: 1.6 kcal/mol
SMILES string: Cl.Cl
orbital gap: 12.2 eV
highest occupied orbital energy: -11.423 eV

Last column: Mulliken charge in e.
Geometry (Å):
Cl1 0.92868 0.51541 -1.63762  -0.23
H1 1.33026 0.43198 -0.42267  0.23
Cl2 -1.38238 0.11527 1.03740  -0.25
H2 -0.87656 -1.06266 1.02289  0.25


[2]
A structure of composition Cl2H49NO24P2Si2 in a non-equilibrium geometry, computed with ωB97M-V/def2-TZVPD.

Results
multiplicity: 1
orbital gap: 7.9 eV
highest occupied orbital energy: -8.159 eV

Last column: Mulliken charge in e.
Geometry (Å):
N1 1.91939 1.26362 1.79510  -0.46
P1 0.90968 1.85000 3.05060  0.07
O1 1.35002 3.38488 3.23563  -0.39
Si1 -1.10326 2.10493 2.02097  0.87
Cl1 -0.96172 1.78740 -0.02488  -0.35
O2 -2.22194 1.08156 2.56744  -0.13
Si2 -2.03394 -0.39045 3.25679  0.31
P2 -0.93805 -1.71601 1.76954  0.31
O3 0.54292 -1.93438 2.40834  -0.56
Cl2 -1.85923 -3.50986 2.01732  -0.24
H1 2.64542 1.92506 1.55644  0.24
H2 1.42024 0.99735 0.95885  0.25
H3 2.26522 3.38986 3.54387  0.30
H4 -1.59816 3.46962 2.19078  -0.31
H5 -3.37594 -0.96795 3.42106  -0.19
H6 -1.39834 -0.28914 4.58327  -0.08
H7 1.16852 -1.83770 1.68091  0.32
O4 -3.75064 -6.10381 2.98776  -0.56
H8 -4.70794 -6.08394 3.08934  0.30
H9 -3.51171 -5.21864 2.68733  0.27
O5 -2.22337 -1.41727 -1.32893  -0.54
H10 -2.07154 -0.52694 -0.99864  0.26
H11 -1.86916 -1.41745 -2.23638  0.32
O6 -0.74052 -2.55468 -4.04741  -0.63
H12 -0.04567 -2.97121 -3.51672  0.31
H13 -1.34323 -3.28532 -4.25079  0.35
O7 1.07963 -1.31778 -6.09901  -0.66
H14 0.62083 -0.86039 -6.80805  0.29
H15 0.49588 -1.24053 -5.33179  0.33
O8 -1.51173 -7.86614 4.14154  -0.62
H16 -1.99926 -7.39483 3.45657  0.30
H17 -2.02968 -7.70688 4.93528  0.31
O9 4.01226 3.84730 2.07726  -0.63
H18 4.81051 4.19688 2.48947  0.31
H19 3.81242 4.47138 1.37191  0.30
O10 -3.05303 -4.47822 -4.69127  -0.67
H20 -3.25288 -5.03654 -5.45343  0.32
H21 -3.75138 -3.81540 -4.69626  0.31
O11 -3.03678 -4.51246 -7.61329  -0.66
H22 -2.15750 -4.20382 -7.36915  0.33
H23 -3.57778 -3.71283 -7.62846  0.34
O12 -0.01149 -4.04719 -1.54320  -0.56
H24 0.34003 -4.94038 -1.47784  0.29
H25 -0.43817 -3.89312 -0.68170  0.26
O13 -3.93272 -8.77710 1.67162  -0.62
H26 -3.68915 -7.90612 2.01154  0.35
H27 -3.64984 -8.77444 0.75331  0.31
O14 -5.82300 -3.39717 -7.94508  -0.64
H28 -6.70062 -3.09056 -8.18902  0.30
H29 -5.58903 -4.05751 -8.60617  0.32
O15 2.94827 -3.57213 -5.30750  -0.63
H30 3.81968 -3.25901 -5.05086  0.31
H31 2.40002 -2.77823 -5.34825  0.35
O16 -1.97831 5.42852 0.57811  -0.66
H32 -1.54739 4.59977 0.34876  0.20
H33 -2.81235 5.40856 0.08267  0.40
O17 6.60529 4.58950 0.95971  -0.71
H34 6.20853 3.80887 0.55392  0.36
H35 7.23146 4.91441 0.29896  0.29
O18 -4.36388 5.66067 -1.14233  -0.62
H36 -5.10273 6.26547 -1.03374  0.29
H37 -4.59526 5.10470 -1.89155  0.29
O19 7.07518 7.19042 2.37250  -0.64
H38 6.75235 6.47701 1.81094  0.33
H39 6.31345 7.74144 2.57117  0.32
O20 -2.47500 5.83931 3.53685  -0.64
H40 -2.39817 6.74483 3.85047  0.29
H41 -2.38038 5.90533 2.57400  0.36
O21 8.34486 2.10192 1.45940  -0.64
H42 9.14921 2.61925 1.35287  0.32
H43 7.64535 2.76064 1.52388  0.36
O22 -5.18278 4.85348 2.09044  -0.61
H44 -4.45516 4.94172 2.72019  0.34
H45 -5.90640 5.33860 2.49695  0.28
O23 9.82656 6.48771 1.04822  -0.64
H46 10.60446 6.65473 1.58753  0.30
H47 9.12682 7.00665 1.46498  0.34
O24 0.29420 -4.05556 4.39524  -0.57
H48 0.90505 -3.94631 5.12927  0.29
H49 0.51248 -3.34804 3.77483  0.37


[3]
A structure of composition Cl2H4OSi2 in a non-equilibrium geometry, computed with ωB97M-V/def2-TZVPD.

Results
multiplicity: 1
ΔE to the lowest compared entry with this formula, charge and spin: 60.4 kcal/mol
orbital gap: 8.8 eV
highest occupied orbital energy: -9.384 eV

Last column: Mulliken charge in e.
Geometry (Å):
O1 -2.45340 -0.07531 -1.94135  -0.43
Si1 0.64129 -0.05949 0.82179  0.29
Si2 -2.08127 0.06604 -0.34725  0.43
Cl1 -3.12893 1.64701 0.49327  -0.24
Cl2 -3.12491 -1.50312 0.41847  -0.25
H1 -3.20479 -0.44340 -2.28963  0.31
H2 -0.00054 0.26425 2.17126  -0.02
H3 1.37776 -1.28391 0.86664  -0.06
H4 1.51084 0.92709 -0.09329  -0.02


[4]
The molecule Cl2H4Si3 in a non-equilibrium geometry, computed with ωB97M-V/def2-TZVPD.

Results
multiplicity: 1
ΔE to the lowest compared entry with this formula, charge and spin: 3.5 kcal/mol
orbital gap: 7.0 eV
highest occupied orbital energy: -8.625 eV

Last column: Mulliken charge in e.
Geometry (Å):
Si1 0.27981 0.90172 -0.72789  0.28
Si2 -0.96981 -0.56837 0.56913  0.37
Si3 2.05013 0.50888 0.64938  0.18
Cl1 -2.75687 -0.99949 -0.27535  -0.24
Cl2 3.27709 -0.87361 -0.30253  -0.20
H1 -0.19880 2.26774 -0.44300  -0.09
H2 -0.09626 0.73024 -2.14489  -0.11
H3 -1.27087 -0.09881 1.92504  -0.08
H4 -0.31442 -1.86831 0.75012  -0.09


[5]
The molecule Cl2H4Si3 in a non-equilibrium geometry, computed with ωB97M-V/def2-TZVPD.

Results
multiplicity: 1
ΔE to the lowest compared entry with this formula, charge and spin: 32.9 kcal/mol
orbital gap: 7.2 eV
highest occupied orbital energy: -8.464 eV

Last column: Mulliken charge in e.
Geometry (Å):
Si1 -0.50208 -0.65244 0.35406  0.26
Si2 1.66652 0.55286 -0.54810  0.26
Si3 -2.80719 -1.02536 0.67744  0.20
Cl1 2.05974 2.34281 0.38452  -0.25
Cl2 -4.05356 -0.11280 -0.75731  -0.21
H1 -0.54762 -0.03733 1.63061  -0.08
H2 -0.36129 -2.17397 0.25141  -0.06
H3 1.61681 1.24818 -1.98447  -0.06
H4 2.92868 -0.14196 -0.00817  -0.06


[6]
A structure of composition Cl2HN3 in a non-equilibrium geometry, computed with ωB97M-V/def2-TZVPD.

Results
multiplicity: 1
ΔE to the lowest compared entry with this formula, charge and spin: 26.4 kcal/mol
orbital gap: 8.7 eV
highest occupied orbital energy: -9.130 eV

Last column: Mulliken charge in e.
Geometry (Å):
N1 0.36509 0.02922 -0.07595  -0.09
N2 1.22678 0.77017 -0.41628  0.07
N3 2.87528 0.04822 -0.70502  -0.14
Cl1 3.89075 1.00400 0.27104  -0.02
Cl2 2.77511 -1.63474 0.03186  -0.12
H1 0.07472 -0.87578 0.05772  0.30


[7]
A cluster of 2 separate species, Cl2HN3 in total in a non-equilibrium geometry, computed with ωB97M-V/def2-TZVPD.

Results
multiplicity: 1
ΔE to the lowest compared entry with this formula, charge and spin: 27.2 kcal/mol
orbital gap (alpha / beta): 9.7 / 6.6 eV
highest occupied orbital energy (alpha / beta): -9.802 / -8.022 eV

Last column: Mulliken charge in e.
Geometry (Å):
N1 -1.48679 -0.21957 0.81051  -0.02
N2 -1.35171 -0.80446 -0.16283  -0.13
N3 1.12722 -0.23091 -0.76028  -0.09
Cl1 1.20722 0.72933 -2.17271  0.00
Cl2 1.32152 0.58462 0.69443  -0.04
H1 -0.81745 -0.05901 1.59088  0.28


[8]
A cluster of 2 separate species, Cl2HNS in total in a non-equilibrium geometry, computed with ωB97M-V/def2-TZVPD.

Results
multiplicity: 1
ΔE to the lowest compared entry with this formula, charge and spin: 30.1 kcal/mol
orbital gap (alpha / beta): 6.8 / 7.6 eV
highest occupied orbital energy (alpha / beta): -9.536 / -9.956 eV

Last column: Mulliken charge in e.
Geometry (Å):
N1 -1.07027 -0.16501 -0.40420  -0.11
S1 0.23303 0.41877 -0.72253  0.32
Cl1 1.85718 -1.56856 0.46380  -0.42
Cl2 0.88396 1.83391 0.69776  -0.11
H1 -1.90389 -0.51911 -0.03483  0.32


[9]
A cluster of 2 separate species, Cl2HNS in total in a non-equilibrium geometry, computed with ωB97M-V/def2-TZVPD.

Results
multiplicity: 1
ΔE to the lowest compared entry with this formula, charge and spin: 34.0 kcal/mol
SMILES string: S=NCl.Cl
orbital gap: 7.2 eV
highest occupied orbital energy: -8.907 eV

Last column: Mulliken charge in e.
Geometry (Å):
S1 -2.26380 1.78914 -0.07200  0.07
N1 -3.35520 1.43789 -1.10122  -0.04
Cl1 -3.36224 -0.03772 -2.01442  -0.04
Cl2 -0.46805 -0.79811 -0.39866  -0.22
H1 0.18909 -0.79663 -1.41533  0.22


[10]
A structure of composition Cl2K2O8 in a non-equilibrium geometry, computed with ωB97M-V/def2-TZVPD.

Results
multiplicity: 2
ΔE to the lowest compared entry with this formula, charge and spin: 2.3 kcal/mol
<S²>: 0.76
orbital gap (alpha / beta): 8.4 / 6.0 eV
net charge: +1
highest occupied orbital energy (alpha / beta): -12.530 / -12.530 eV

Last column: Mulliken charge in e.
Geometry (Å):
K1 -3.10031 0.87254 -4.70262  0.99
K2 2.30319 0.52231 -2.68005  0.96
Cl1 -1.05900 1.32371 -0.91776  1.53
O1 -1.94763 1.03019 -1.98399  -0.62
O2 -0.28809 2.55948 -1.02010  -0.60
O3 -1.79408 1.13522 0.33852  -0.55
O4 0.06550 0.26093 -1.07373  -0.72
Cl2 1.20891 -1.60562 2.36801  1.57
O5 2.39400 -1.83206 3.21773  -0.48
O6 1.55468 -0.91054 1.19475  -0.39
O7 0.30706 -2.78156 2.20970  -0.46
O8 0.35581 -0.57456 3.04949  -0.23


[11]
The molecule Cl2NO3P in a non-equilibrium geometry, computed with ωB97M-V/def2-TZVPD.

Results
multiplicity: 1
ΔE to the lowest compared entry with this formula, charge and spin: 11.4 kcal/mol
orbital gap: 9.7 eV
highest occupied orbital energy: -11.287 eV

Last column: Mulliken charge in e.
Geometry (Å):
N1 1.70501 -0.08417 -0.03907  0.39
O1 -0.15683 0.12387 1.40950  -0.52
O2 2.56389 0.66170 0.09877  -0.18
O3 -1.46733 -1.62330 0.00725  -0.50
P1 -1.06863 -0.29021 0.36832  1.06
Cl1 -2.22480 1.13483 -0.29128  -0.10
Cl2 0.64871 0.07728 -1.55349  -0.14


[12]
A cluster of 2 separate species, Cl2O2S2 in total in a non-equilibrium geometry, computed with ωB97M-V/def2-TZVPD.

Results
multiplicity: 1
ΔE to the lowest compared entry with this formula, charge and spin: 13.3 kcal/mol
orbital gap (alpha / beta): 7.6 / 7.9 eV
highest occupied orbital energy (alpha / beta): -9.067 / -9.220 eV

Last column: Mulliken charge in e.
Geometry (Å):
O1 -1.78520 1.28671 0.58696  -0.35
O2 1.67617 -1.48034 0.15282  -0.32
S1 -2.28189 0.27421 -0.32688  0.44
S2 2.25723 -0.18832 0.31735  0.47
Cl1 -1.13074 -1.35901 -0.30626  -0.09
Cl2 1.26443 1.46674 -0.42399  -0.15


| no. | E_tot (eV) |
| --- | --- |
| 1 | -25077.51273 |
| 2 | -110809.01969 |
| 3 | -42914.35155 |
| 4 | -48742.73322 |
| 5 | -48741.45757 |
| 6 | -29526.23871 |
| 7 | -29526.20192 |
| 8 | -37383.85348 |
| 9 | -37383.68187 |
| 10 | -74051.83282 |
| 11 | -41965.00739 |
| 12 | -50808.31253 |